P | This record from the Open Molecules 2025 dataset describes C8H13NO as an isolated structure. The level of theory is ωB97M-V/def2-TZVPD.

The HOMO energy (alpha / beta) comes out at -8.50 / -8.50 eV. The HOMO-LUMO gap (alpha / beta) is 0.2966 / 0.2967 hartree. The calculation puts the LUMO energy (alpha / beta) at -0.4 / -0.4 eV.

ORCA input file:
```
! RIJCOSX wB97M-V def2-TZVPD def2/J DEFGRID3
* xyz 0 1
C 2.02830 -0.34583 0.16852
C -1.64749 0.15022 1.61121
C -0.69594 -2.00889 0.73856
N -1.09112 1.18830 -1.29911
C 0.84973 0.60971 0.23011
C 0.35187 1.08253 -1.25213
C -0.83522 -0.51254 0.51389
C -1.04937 -0.13845 -0.84530
C 1.14233 1.61915 -2.18940
O 0.87919 1.60710 0.99579
H -1.37532 1.81738 -0.54735
H -0.97737 -0.86987 -1.64594
H 2.11974 -0.86212 1.12571
H 1.92684 -1.07940 -0.63215
H 2.93879 0.23707 0.02117
H -2.65288 -0.27534 1.67118
H -1.72171 1.22816 1.47028
H -1.15269 -0.00622 2.57242
H -0.18183 -2.50894 -0.08563
H -1.67480 -2.48431 0.84912
H -0.13228 -2.19827 1.65525
H 0.72985 2.19813 -3.00767
H 2.22139 1.55245 -2.11852
*
```

Okay, here come the Löwdin numbers, in e, for every atom: -0.02, -0.04, -0.07, 0.08, -0.48, -0.30, -0.35, -0.08, 0.11, 0.00, 0.12, 0.15, 0.08, 0.09, 0.09, 0.09, 0.07, 0.09, 0.08, 0.08, 0.08, 0.07, 0.07



Q | This record from the Open Molecules 2025 dataset describes an isolated molecule of C8H13NO. The level of theory is ωB97M-V/def2-TZVPD.

The HOMO energy comes out at -8.26 eV. The HOMO-LUMO gap is 0.3367 hartree. The calculation puts the LUMO energy at 0.9 eV.

ORCA input file:
```
! RIJCOSX wB97M-V def2-TZVPD def2/J DEFGRID3
* xyz 0 1
O -1.18132 2.20687 -0.48937
C 0.97461 2.88606 1.68325
C 1.08880 1.54395 1.26835
N 1.38198 -0.37476 0.00406
C 1.46068 0.42954 2.21430
C 2.06245 -0.60209 1.26670
C 0.20974 -1.26251 -0.27159
C -0.98283 -0.29744 -0.22603
C 1.02913 1.05237 -0.14462
C -0.39906 1.02511 -0.74119
H -2.03365 2.11660 -0.95746
H 1.18011 3.18942 2.70303
H 0.78935 3.64968 0.93452
H 2.19310 0.74553 2.94718
H 0.57100 0.04565 2.75144
H 3.12172 -0.33368 1.13534
H 1.97092 -1.61853 1.66921
H 0.35787 -1.74181 -1.26107
H 0.08936 -2.07353 0.46645
H -1.34581 -0.25188 0.81139
H -1.74740 -0.67853 -0.91633
H 1.67132 1.56464 -0.85881
H -0.29098 0.95040 -1.81768
*
```

Okay, here come the Löwdin numbers, in e, for every atom: -0.04, 0.09, -0.23, -0.12, -0.14, -0.19, -0.16, -0.12, -0.21, -0.31, 0.10, 0.05, 0.05, 0.11, 0.12, 0.12, 0.12, 0.11, 0.11, 0.12, 0.11, 0.15, 0.14



Energetically preferred structure: Q | next structure: +260.0 kJ/mol



P | This record from the Open Molecules 2025 dataset describes an isolated molecule of C8H13NO. The level of theory is ωB97M-V/def2-TZVPD.

The HOMO energy (alpha / beta) comes out at -9.27 / -9.27 eV. The HOMO-LUMO gap (alpha / beta) is 0.3354 / 0.3355 hartree. The calculation puts the LUMO energy (alpha / beta) at -0.1 / -0.1 eV.

ORCA input file:
```
! RIJCOSX wB97M-V def2-TZVPD def2/J DEFGRID3
* xyz 0 1
C -0.99531 0.31956 0.00248
C -1.63053 1.40553 0.25346
C -1.23694 2.21368 1.45807
C -2.12701 3.40477 1.55956
C 1.75370 -0.27666 -0.93808
C 1.60219 -2.38184 0.46238
C 0.40033 -2.16283 -1.70826
C 0.85161 -1.41756 -0.48141
N -0.34661 -1.10575 0.14898
O -0.30235 2.15104 2.19341
H -2.39442 1.87440 -0.36656
H -1.51245 4.22198 1.75274
H -2.69235 3.56803 0.67333
H -2.86657 3.23132 2.33875
H 2.06569 -0.50779 -1.97301
H 1.05888 0.63064 -1.00644
H 2.62786 -0.16921 -0.31188
H 0.83734 -3.24194 0.41410
H 1.48588 -1.94568 1.45973
H 2.53401 -2.73152 -0.05261
H -0.18251 -3.06486 -1.34481
H -0.16413 -1.49821 -2.19885
H 1.23367 -2.51712 -2.33509
*
```

Okay, here come the Löwdin numbers, in e, for every atom: 0.12, -0.06, -0.47, -0.02, -0.03, -0.04, -0.07, -0.78, 0.13, 0.11, 0.11, 0.07, 0.06, 0.10, 0.08, 0.09, 0.08, 0.09, 0.08, 0.10, 0.11, 0.03, 0.10



Q | This record from the Open Molecules 2025 dataset describes a 2-piece molecular cluster, C8H13NO overall. The level of theory is ωB97M-V/def2-TZVPD.

The HOMO energy comes out at -7.58 eV. The HOMO-LUMO gap is 0.2951 hartree. The calculation puts the LUMO energy at 0.4 eV.

ORCA input file:
```
! RIJCOSX wB97M-V def2-TZVPD def2/J DEFGRID3
* xyz 0 1
C -2.86533 0.76239 0.80119
C -3.12820 -0.16312 -0.26010
C -1.54849 0.60604 1.13832
C -1.97319 -0.85164 -0.49036
C 2.13238 0.74387 1.00338
C 1.14384 0.67758 -1.30549
C 1.76608 -0.17090 -0.17692
C 0.79722 -1.19503 0.30326
N -1.05282 -0.36174 0.39319
O 0.63571 -2.30243 -0.45614
H -3.45369 1.47286 1.27519
H -4.02576 -0.35010 -0.78003
H -1.02218 1.04779 1.84378
H -1.76195 -1.54116 -1.28177
H 1.70031 1.82914 0.93035
H 1.96461 0.33582 1.93252
H 3.23431 0.97090 0.94078
H 1.97902 1.20571 -2.02407
H 0.63310 -0.01514 -2.06574
H 0.44923 1.53638 -1.03504
H 2.67797 -0.81611 -0.68842
H 0.71098 -1.33242 1.29132
H 1.00686 -2.08871 -1.28920
*
```

Okay, here come the Löwdin numbers, in e, for every atom: -0.10, -0.11, -0.19, -0.16, -0.07, -0.11, -0.39, -0.15, -0.01, 0.07, 0.06, 0.07, 0.06, 0.10, 0.12, 0.04, 0.09, 0.12, 0.09, 0.09, 0.20, 0.09, 0.08



Energetically preferred structure: Q | next structure: +165.8 kJ/mol